{
  "formula": "C6H5NO2",
  "method": "wB97M-V/def2-TZVPD",
  "symbols": ["O", "O", "N", "C", "C", "C", "C", "C", "C", "H", "H", "H", "H", "H"],
  "positions_angstrom": [[-0.0258, 0.7873, 2.4798], [0.8742, 2.1814, 0.9932], [-0.4481, 0.6392, -0.9056], [0.3490, -1.2386, 0.3636], [0.0686, 0.0766, 0.1523], [0.3067, 1.0659, 1.2779], [-0.7204, -0.2351, -1.9631], [-0.0302, -2.0820, -0.6789], [-0.5666, -1.5594, -1.9356], [0.6561, -1.7427, 1.1852], [-0.7003, -2.1411, -2.7478], [0.8542, 2.3600, 0.1115], [0.1705, -3.1057, -0.6415], [-1.0733, 0.2408, -2.6486]],
  "forces_ev_per_angstrom": [[1.40, 0.86, -4.58], [0.70, 1.18, 3.65], [0.05, -1.82, -1.79], [-2.05, -1.79, -3.91], [0.10, 2.51, 1.79], [-1.98, -3.06, 5.19], [3.33, -1.68, 8.60], [-0.23, 2.00, -2.03], [2.04, 0.03, 5.07], [1.22, -0.49, 2.84], [-0.70, -1.93, -2.41], [-0.03, 0.66, -4.32], [0.16, -1.53, 0.32], [-4.01, 5.06, -8.43]],
  "total_energy_ev": -11886.4512,
  "e_homo_ev": -10.0,
  "smiles": "O=C(O)c1ccccn1",
  "de_lowest_ev": 2.093
}


{
  "formula": "C44H32F12GeNO4Re",
  "method": "wB97M-V/def2-TZVPD",
  "symbols": ["Re", "Ge", "F", "F", "F", "F", "F", "F", "F", "F", "F", "F", "F", "F", "O", "O", "O", "O", "N", "C", "C", "C", "C", "C", "C", "C", "C", "C", "C", "C", "C", "C", "C", "C", "C", "C", "C", "C", "C", "C", "C", "C", "C", "C", "C", "C", "C", "C", "C", "C", "C", "C", "C", "C", "C", "C", "C", "C", "C", "C", "C", "C", "C", "H", "H", "H", "H", "H", "H", "H", "H", "H", "H", "H", "H", "H", "H", "H", "H", "H", "H", "H", "H", "H", "H", "H", "H", "H", "H", "H", "H", "H", "H", "H", "H"],
  "positions_angstrom": [[-0.3012, -0.1327, -1.1248], [0.6069, 2.1118, -2.0772], [1.1629, -3.9098, -1.0959], [0.7111, -2.9239, 0.7649], [-4.1863, 1.4987, -0.4374], [2.6732, -2.6082, -2.8679], [4.2787, -2.7418, -1.4367], [-4.0680, -1.1818, -0.9650], [-4.8327, 0.7120, 1.4657], [2.6694, -3.8010, 0.4611], [-3.2144, 2.1567, 1.3741], [-2.3509, -2.2126, -0.1381], [3.6825, -0.8097, -2.2301], [-4.1329, -1.9184, 1.0645], [-1.9015, 0.3597, -0.4557], [0.1649, 3.3277, 0.9494], [1.4818, 4.4209, -0.6456], [1.1165, -1.1864, -1.3971], [0.3066, -0.1541, 0.8365], [2.4374, 1.4243, -4.3148], [1.2396, 1.2260, -3.6672], [-3.7809, 1.1069, 0.7644], [-2.8344, -1.0764, 5.4916], [2.1961, -1.8007, -0.6919], [0.3690, 4.4056, 0.5569], [0.1092, -0.8090, 3.1489], [3.9942, -0.7321, 0.7316], [-2.5196, 5.5033, -3.0461], [-2.7225, -0.0288, 0.6282], [0.0915, 8.1311, 0.6153], [-0.9538, -2.3351, -4.4494], [0.2271, -2.0627, -5.0996], [1.9936, 3.0951, -1.0495], [1.6816, -3.1594, -0.1354], [1.7198, -0.0275, 1.0576], [-2.7257, 4.7360, -1.9062], [-1.9204, -0.2810, 1.8932], [-0.5722, 4.1972, -3.5829], [5.9061, 0.2509, 2.0352], [-0.0808, 5.7467, 0.7928], [2.6533, -0.8413, 0.3934], [-1.4429, 5.2383, -3.8820], [-0.6297, -1.0197, 4.2778], [2.8878, 0.5239, -5.3007], [-1.0941, 8.2502, 1.3353], [-1.5273, -1.3435, -3.6554], [3.2481, -2.0131, -1.8286], [-1.8470, 3.7093, -1.5908], [-0.7680, 3.4281, -2.4293], [-3.3699, -1.3684, 0.1466], [2.1707, -0.6079, -5.5695], [-1.7705, 7.1233, 1.7950], [-0.8513, -0.1430, -3.3815], [0.6058, 6.8806, 0.3381], [4.4514, 0.1937, 1.6734], [-2.0176, -0.8340, 4.2719], [-0.4853, -0.3901, 1.9183], [-2.6284, -0.4765, 3.0532], [-1.2678, 5.8670, 1.5314], [0.9428, -0.8524, -4.9103], [3.5189, 1.0415, 2.2605], [2.1704, 0.9267, 1.9637], [0.4421, 0.1028, -4.0060], [4.7265, -1.3733, 0.2626], [3.8460, 1.7856, 2.9768], [-2.9997, -2.1529, 5.6081], [3.8231, 0.7118, -5.8098], [2.2922, 2.6072, -0.1255], [-1.2906, 5.8268, -4.7773], [6.1738, 1.2137, 2.4657], [-1.7789, 4.9778, 1.8778], [1.5506, 6.7979, -0.1825], [-3.8093, -0.5968, 5.4343], [0.2382, 3.9706, -4.2696], [-2.5283, -1.4758, -3.2634], [-0.1380, -1.3535, 5.1828], [-2.6855, 7.2329, 2.3608], [0.6370, -2.7982, -5.7834], [-3.2069, 6.3024, -3.2910], [1.4455, 1.5685, 2.4492], [-2.0121, 3.1255, -0.6936], [1.1690, -1.0097, 3.1754], [0.6168, 9.0158, 0.2838], [6.1348, -0.5186, 2.7758], [3.0688, 2.2685, -4.0609], [6.5399, 0.0651, 1.1692], [-3.7049, -0.3813, 3.0494], [1.0923, 4.8982, -1.4042], [-2.3148, -0.7385, 6.3878], [-1.4907, 9.2343, 1.5482], [-3.5753, 4.9354, -1.2655], [-1.4651, -3.2722, -4.6179], [-1.4988, 0.7308, -3.2170], [2.8803, 3.3027, -1.6463], [2.5390, -1.3347, -6.2831]],
  "forces_ev_per_angstrom": [[-0.21, 0.38, -0.34], [-0.20, -0.17, 0.11], [0.02, -0.02, -0.03], [0.00, 0.03, 0.00], [-0.01, 0.02, -0.01], [0.00, -0.02, -0.06], [-0.01, 0.01, 0.03], [-0.01, -0.01, -0.07], [0.02, 0.03, 0.00], [-0.02, 0.00, 0.03], [0.01, 0.02, 0.00], [-0.03, 0.02, -0.01], [0.01, -0.07, 0.00], [0.00, -0.02, 0.03], [0.02, -0.03, 0.14], [0.00, -0.10, 0.04], [0.07, 0.02, 0.05], [0.17, -0.16, 0.08], [0.08, 0.05, 0.21], [-0.02, -0.04, 0.01], [0.03, -0.16, -0.05], [0.04, 0.00, -0.02], [-0.01, 0.00, 0.00], [0.00, 0.02, -0.12], [-0.05, 0.14, -0.03], [-0.04, 0.01, 0.01], [0.04, 0.03, 0.06], [0.01, 0.00, -0.02], [-0.06, -0.10, -0.07], [-0.02, -0.01, 0.01], [-0.12, 0.04, 0.08], [0.10, 0.03, -0.06], [0.04, 0.00, 0.05], [0.03, 0.04, 0.03], [-0.01, -0.04, 0.00], [0.00, 0.00, 0.02], [0.06, 0.04, -0.02], [-0.02, 0.00, -0.01], [-0.02, -0.01, 0.00], [0.06, -0.05, -0.02], [-0.04, 0.00, 0.02], [0.00, 0.00, -0.01], [0.03, 0.00, 0.01], [0.03, 0.04, 0.02], [0.01, 0.00, 0.00], [0.01, -0.11, -0.01], [-0.02, 0.10, 0.04], [-0.02, 0.00, 0.01], [-0.02, 0.02, 0.06], [0.09, 0.03, 0.00], [0.01, 0.00, -0.04], [-0.02, 0.02, 0.01], [0.10, 0.14, 0.06], [0.04, 0.04, -0.02], [0.03, -0.03, -0.04], [-0.03, 0.01, -0.01], [-0.01, -0.06, -0.11], [0.03, -0.02, 0.06], [-0.03, -0.03, 0.02], [-0.03, -0.05, -0.01], [-0.06, 0.01, 0.00], [0.01, 0.01, 0.05], [-0.01, 0.03, -0.07], [-0.01, -0.02, -0.02], [-0.01, -0.01, -0.01], [0.00, 0.01, 0.00], [0.00, 0.00, 0.00], [0.02, -0.01, -0.03], [0.00, 0.00, 0.01], [-0.01, 0.00, 0.00], [0.00, 0.01, 0.00], [-0.01, -0.01, 0.01], [0.00, 0.00, 0.00], [-0.01, 0.01, 0.01], [-0.05, -0.04, 0.00], [-0.01, 0.00, -0.01], [0.01, 0.00, -0.01], [0.01, 0.01, 0.00], [0.00, -0.01, 0.00], [0.01, -0.02, 0.00], [-0.02, -0.01, 0.00], [0.00, 0.02, -0.02], [0.00, 0.00, 0.00], [0.00, 0.01, 0.00], [0.00, 0.00, -0.02], [-0.01, 0.01, 0.00], [0.01, 0.00, 0.00], [-0.05, 0.00, -0.08], [0.00, 0.00, -0.01], [0.00, 0.00, 0.00], [0.01, 0.00, -0.01], [-0.03, 0.01, 0.02], [0.04, -0.04, 0.03], [0.02, 0.02, 0.02], [0.00, 0.00, 0.01]],
  "total_energy_ev": -147058.1954,
  "e_homo_ev": [-16.1, -16.4],
  "spin_multiplicity": 2,
  "charge": 3,
  "de_lowest_ev": 0.038
}